Here is C58H58IrN7O3P2S6 as an isolated structure at a distorted geometry from OMol25. Energies are from ωB97M-V with the def2-TZVPD basis set.

Positions of all 135 atoms, in Å:
1 Ir -0.12670 0.04918 -1.10913
2 S -0.08056 4.54622 -6.96722
3 S -2.74884 3.01978 -1.98978
4 S -1.52848 4.42053 -4.38015
5 S -1.15567 0.23242 -3.22506
6 S -0.32902 2.02256 -5.41297
7 S 1.97202 0.85897 1.43567
8 P -1.21730 -1.99589 -0.89317
9 P 1.38803 -1.70588 -1.77059
10 O 1.00855 -0.18131 0.84965
11 O 1.15286 1.73566 -1.47678
12 O 3.05577 0.59803 -1.87325
13 N -1.45064 1.27494 -0.00599
14 N -3.13076 2.35402 0.87480
15 N -4.29043 3.93988 3.35021
16 N -4.42336 3.79486 4.60529
17 N -4.58820 2.77108 2.72562
18 N 0.24631 -2.79787 -1.12593
19 N 4.54536 2.61379 -2.27933
20 C -5.27932 0.47220 3.56937
21 C -2.76506 1.26391 0.16973
22 C 2.90713 -2.41256 -1.06827
23 C 1.84444 -3.76578 -5.24673
24 C 1.93847 -2.76545 -6.20655
25 C -5.53491 -0.15294 4.76872
26 C 3.65038 0.16789 1.17473
27 C -2.91878 -2.97320 3.24430
28 C -1.11086 1.86659 -3.84848
29 C 1.84701 0.68071 3.22551
30 C -1.86803 -2.45922 0.72415
31 C -2.29730 -4.16695 -2.13405
32 C -0.25648 0.65489 4.56802
33 C -5.07463 1.84742 6.07044
34 C 1.89041 -1.43252 -5.82716
35 C -4.81153 2.49391 4.85938
36 C -3.13956 4.77672 -1.82911
37 C -0.60828 3.70665 -5.67161
38 C -3.75282 0.28039 -0.32738
39 C 5.29044 -2.72720 -1.20495
40 C 1.60353 -2.09027 -3.52995
41 C 3.11201 2.96723 -1.94580
42 C 2.36951 1.62386 -1.78218
43 C -2.01304 3.11251 1.12527
44 C 3.45388 3.22457 -4.29709
45 C -2.35568 -2.76944 -2.07710
46 C 1.72034 -1.09775 -4.49238
47 C -4.91263 1.81776 3.64793
48 C 2.62329 3.78396 -3.13793
49 C 4.16944 -0.82059 2.17504
50 C -1.36871 2.68146 5.21683
51 C -3.25171 -2.09677 -2.90473
52 C 4.03442 -2.95329 3.28575
53 C -0.98313 2.44014 0.56731
54 C -3.10238 -4.87018 -3.01062
55 C 5.76290 -1.39926 3.88947
56 C -4.48119 2.69027 1.30648
57 C -4.05649 -2.80795 -3.78592
58 C -5.43138 0.52183 6.00490
59 C 5.14452 -2.62946 4.05497
60 C -1.65892 -2.40122 3.11987
61 C 1.69171 -3.42828 -3.91290
62 C -1.28280 1.29815 5.24562
63 C -1.13341 -2.13373 1.86684
64 C 5.22351 -3.67435 -0.18953
65 C 4.00600 -3.97756 0.39522
66 C -3.13646 -3.02441 0.85366
67 C 0.57361 2.77341 3.80658
68 C -1.70865 2.98793 -3.39473
69 C 2.84876 -3.33625 -0.02795
70 C -3.65604 -3.28552 2.11359
71 C 3.55129 -2.05519 2.34879
72 C 4.13888 -2.10094 -1.64765
73 C 0.68051 1.38708 3.85164
74 C -0.44199 3.41874 4.49087
75 C 4.83377 3.06958 -3.68872
76 C 5.27298 -0.49680 2.95611
77 C -3.97959 -4.18850 -3.84349
78 H 6.24230 -2.49164 -1.66163
79 H 0.30747 -3.79736 -1.28485
80 H 5.21842 2.98470 -1.61410
81 H -4.22813 -0.26156 0.49153
82 H 2.79106 1.08234 3.60412
83 H -0.16316 -1.66606 1.76958
84 H 1.65645 -4.21915 -3.17091
85 H 3.95314 -4.71054 1.18906
86 H -5.15863 1.92379 0.93941
87 H -5.00288 2.37669 7.01005
88 H -1.99976 0.72259 5.81663
89 H 1.83081 -0.39185 3.41197
90 H 1.97414 -0.65263 -6.57281
91 H 4.29210 1.05132 1.14252
92 H -4.52084 0.77000 -0.92810
93 H -4.63487 -3.73628 2.20791
94 H 3.57734 -0.25359 0.17006
95 H 5.47517 2.33972 -4.17542
96 H -0.50907 4.49890 4.47630
97 H -5.83215 -1.19313 4.76772
98 H 4.52116 1.57529 -2.20770
99 H -5.64990 -0.01906 6.91497
100 H 3.06880 3.48510 -0.98856
101 H 1.55034 3.66461 -3.26056
102 H 1.31159 3.35438 3.26267
103 H -3.25633 -0.43317 -0.96673
104 H -0.16166 -0.42267 4.62000
105 H 2.05491 -3.02843 -7.24913
106 H -4.60431 -4.73849 -4.53396
107 H 1.68101 -0.05875 -4.19490
108 H 3.46946 3.88901 -5.15662
109 H -3.32106 -1.02278 -2.88758
110 H -4.76433 3.65570 0.88929
111 H -3.04979 -5.94987 -3.04164
112 H 2.84229 4.84365 -2.99991
113 H 1.90657 -3.56245 0.45142
114 H 3.54599 -3.90997 3.41645
115 H -1.63865 -4.71891 -1.47301
116 H 5.35235 4.02505 -3.63149
117 H -3.78534 4.85055 -0.95645
118 H -3.32510 -3.17382 4.22664
119 H 3.06917 2.25762 -4.62270
120 H 5.75692 0.46610 2.83617
121 H -3.68249 5.14897 -2.69476
122 H -3.71724 -3.27185 -0.02496
123 H 6.12136 -4.17983 0.13895
124 H 1.90145 -4.80605 -5.53681
125 H 4.18394 -1.39246 -2.46305
126 H 6.62503 -1.13985 4.48801
127 H -5.37177 -0.05378 2.62870
128 H 0.05403 2.71067 0.52703
129 H 5.52675 -3.33400 4.78024
130 H 2.68309 -2.30296 1.74931
131 H -2.24179 5.36503 -1.65306
132 H -2.14333 3.19243 5.77070
133 H -4.73992 -2.27560 -4.43323
134 H -1.08979 -2.16164 4.00703
135 H -2.06266 4.02877 1.68412

Summary:
- Kohn-Sham gap (eV) = 6.814
- energy above the lowest of the compared OMol25 structures with the same formula, charge and spin (kcal per mole) = 24.86
- total charge = +2
- E_tot (eV) = -164080.0094
- HOMO energy (eV) = -11.3

These are the Mulliken partial charges, in e, on atoms 1 to 4:
1. Ir 1.52
2. S -0.14
3. S 0.52
4. S -0.11